[1]
Below is C32H35BN9O4SeSr as an isolated structure, with properties calculated with the ωB97M-V functional and the def2-TZVPD basis.

The geometry in XYZ format:
```
83
Properties=species:S:1:pos:R:3:forces:R:3
H -2.7296 -6.0031 1.6417 -0.033 0.008 -0.008
C -1.6804 -6.9668 -2.9546 0.006 0.083 0.057
O 2.4212 8.1514 -0.2023 -0.029 0.099 0.046
H -0.3479 -0.5943 -4.8522 0.006 0.019 0.010
C -0.1834 3.1714 1.6593 0.108 0.505 -0.330
C -1.0937 -2.7143 3.0027 0.061 -0.096 0.011
C -1.9660 -5.6902 -2.4915 0.014 -0.045 -0.082
C 4.3975 -0.9644 1.8835 0.001 -0.195 -0.020
N 1.8218 7.4491 0.5890 -0.007 -0.461 -0.083
O 0.6298 2.2911 -1.0796 0.066 0.509 -0.200
H 3.5735 -6.7276 2.6791 0.028 0.007 0.029
H -0.1255 -9.6904 -2.3679 0.030 -0.007 0.004
H -1.4738 -7.2468 1.7822 0.013 -0.035 0.048
C 0.0257 -3.2018 2.3696 0.233 -0.092 -0.041
H -2.5567 0.0613 2.8121 0.009 -0.007 0.020
H 3.4615 2.0555 0.7769 -0.008 -0.034 -0.014
H -1.2841 -8.5945 -0.0295 0.010 -0.080 0.055
C 3.5913 1.5069 1.7122 0.068 0.179 0.036
C 3.5044 0.0320 1.5014 -0.021 0.248 0.000
C 1.1330 -5.1716 -0.4566 -0.048 -0.100 -0.118
H 0.0170 0.6878 -3.6950 0.022 0.004 0.000
H -1.0474 -5.5415 1.5542 0.013 -0.023 0.010
H -1.6338 -7.1357 -4.0226 -0.011 -0.041 -0.064
H 2.4126 6.3340 -1.7520 0.006 0.018 -0.001
N 2.4615 -0.4977 0.8797 -0.178 -0.521 -0.179
C -2.1799 -4.5881 -3.4882 -0.001 0.056 0.008
C 1.8855 5.6480 -1.1051 0.011 -0.186 -0.188
C 1.8997 -2.8037 -2.3117 0.166 -0.159 0.154
H 0.7275 -3.9674 2.6514 0.038 -0.096 0.109
C -1.5893 -1.7294 2.1386 0.112 -0.235 0.208
C 0.8266 5.2554 1.0321 0.115 -0.124 -0.340
C 1.5908 4.3787 -1.5110 0.065 0.206 0.113
C 3.8149 -2.1386 1.4513 0.053 -0.140 -0.064
H -3.5685 -1.3858 2.8477 -0.001 0.014 0.012
H 4.4165 -7.1693 1.1976 0.041 0.013 -0.041
N 0.3216 -1.3963 -1.7024 -0.129 -0.264 0.374
C 1.6032 -6.4078 -0.0849 -0.059 0.242 -0.085
H 1.8803 4.0285 -2.4907 -0.012 -0.046 -0.046
C 2.5625 -6.1312 0.9020 0.166 0.110 0.142
O -0.5079 1.9898 1.6175 -0.211 -0.001 0.257
C 1.4629 -2.1742 -3.4520 0.039 -0.057 0.013
H 2.8305 1.8601 2.4125 -0.009 -0.049 -0.001
C -0.3604 -0.3318 -3.7953 -0.074 0.098 -0.109
C -1.7536 -6.3243 1.2777 0.002 0.020 0.039
C 0.4657 -1.2917 -3.0105 0.165 -0.216 -0.081
H 5.3298 -0.8497 2.4034 0.085 -0.003 0.035
N -0.8130 -1.6357 1.0734 0.164 -0.036 -0.256
B 1.4641 -2.7471 0.2532 0.045 0.404 0.256
Sr 0.2539 0.3395 0.0622 -0.124 -0.010 -0.134
C -2.0288 -5.4643 -1.1005 -0.030 -0.261 -0.123
H -1.4331 -3.7998 -3.3693 0.017 -0.009 0.009
C -1.1475 -9.3955 -2.6126 0.030 -0.100 0.016
H -3.2060 -0.6020 1.3112 0.033 -0.026 -0.006
H 1.2894 -7.3620 -0.4626 -0.013 -0.093 -0.046
O 1.4840 7.7914 1.7063 -0.005 0.122 0.003
N 2.6619 -4.8286 1.1127 0.014 0.167 0.173
C 3.4333 -7.0792 1.6588 -0.024 -0.042 0.044
H -1.2605 -9.4373 -3.6935 0.007 0.000 -0.044
H 4.5630 1.7772 2.1238 -0.021 -0.009 -0.016
H 2.9937 -8.0741 1.6934 -0.046 -0.030 -0.004
C -2.7940 -0.8655 2.2863 -0.117 0.081 0.011
N 0.1937 -2.5476 1.2042 -0.001 0.199 -0.256
H -3.1519 -4.1132 -3.3562 -0.009 -0.018 -0.009
C -1.7609 -6.5295 -0.2061 -0.191 0.067 0.032
H 0.3756 -4.8985 -1.1696 0.064 -0.003 -0.043
Se -2.4036 -3.7657 -0.4551 -0.233 0.163 0.082
C -1.4480 -8.0246 -2.0858 -0.023 0.007 -0.084
H -2.1120 -4.9847 -4.4988 -0.006 0.017 -0.070
C 1.4986 6.0789 0.1683 -0.054 0.389 0.382
C 0.5207 3.9369 0.6489 -0.016 0.243 0.326
N 2.6550 -1.8528 0.8408 -0.535 0.002 -0.107
H -0.4640 3.7445 2.5601 0.103 0.053 -0.050
C -1.4856 -7.7828 -0.7165 -0.045 0.001 -0.049
N 1.7828 -4.2323 0.2657 0.323 -0.209 -0.123
H 2.6500 -3.5607 -2.1690 0.075 -0.062 -0.058
H -1.3967 -0.3400 -3.4565 0.009 -0.033 0.022
H 1.8129 -2.3272 -4.4557 0.018 -0.027 -0.085
H -1.5009 -3.0330 3.9445 -0.041 -0.044 0.053
N 1.2035 -2.3385 -1.2555 -0.152 0.088 0.221
H 4.1292 -3.1565 1.5408 0.083 -0.209 0.035
H -1.8111 -10.1414 -2.1729 -0.012 0.009 0.021
H 0.5414 5.6232 2.0075 -0.010 0.027 0.032
C 0.9000 3.4605 -0.6650 -0.200 0.056 0.152
```
Forces are in eV/Å.

DFT total energy ... -4491.31044 a.u.
HOMO-LUMO gap (spin up / spin down) ... 7.89 / 6.43 eV
Energy above the lowest of the compared OMol25 structures with the same formula, charge and spin ... 10.9 kcal per mole
Multiplicity ... 2
Molar mass ... 787.1 Da
Highest occupied orbital energy (spin up / spin down) ... -8.2 / -8.2 eV

Atom charges from the Mulliken analysis, given in e for atoms 1 to 8: number 1, H, carries 0.38; number 2, C, carries -1.31; number 3, O, carries -0.63; number 4, H, carries 0.38; number 5, C, carries -0.42; number 6, C, carries -1.39; number 7, C, carries 1.13; number 8, C, carries -1.63



[2]
Below is C20H28AuN3O4S3 as an isolated structure, with properties calculated with the ωB97M-V functional and the def2-TZVPD basis.

The geometry in XYZ format:
```
59
Properties=species:S:1:pos:R:3:forces:R:3
N 1.8826 -0.9574 3.4118 0.091 -0.085 0.037
H 1.3265 -1.1926 4.2177 -0.001 -0.008 0.000
H -1.1085 3.2191 -2.9408 0.019 0.035 0.007
O 1.5117 4.1916 -0.2311 0.009 0.012 -0.010
C 2.6899 0.6243 1.7993 -0.003 -0.030 0.026
C -3.8550 3.5118 1.4517 -0.019 -0.028 -0.007
H -5.3353 2.0817 0.8335 0.000 0.001 -0.005
C 1.0457 1.2631 3.5336 0.022 0.025 0.009
H -3.8239 0.9710 -0.7933 -0.001 0.004 0.001
H 0.3177 -4.5091 -4.1292 -0.003 0.006 0.004
H 2.4702 -2.1083 -1.5155 -0.002 -0.005 0.003
H 0.6674 -2.2307 -4.0027 0.001 0.000 0.001
H -2.1850 4.8272 1.8436 -0.013 -0.009 0.002
H 0.4462 -1.0693 -2.6932 0.005 0.006 0.000
C 0.1973 -3.1159 -0.5509 -0.029 -0.042 0.013
C -1.7136 3.3745 0.3624 -0.011 0.022 0.049
C 1.7799 2.8506 1.8940 -0.037 -0.048 -0.069
C 2.6393 1.8875 1.3043 -0.013 0.044 0.018
S -3.0374 0.4354 3.5534 -0.006 0.022 0.031
C -2.5568 3.9805 1.2807 0.044 0.019 0.006
C -0.0698 -5.0533 -3.2686 0.004 0.001 -0.010
H 3.2374 2.1900 0.4553 -0.020 -0.013 -0.019
C 1.1791 -1.6914 -3.2074 -0.011 -0.004 -0.001
C 1.8767 -2.6559 -2.2535 0.003 0.010 -0.008
C -2.0965 -0.1136 2.5128 -0.101 0.195 -0.043
S 1.6904 4.4820 1.1824 0.049 -0.027 0.007
H 1.8661 -5.2520 -2.3394 0.000 -0.009 0.009
H -4.5142 3.9998 2.1585 -0.003 0.007 -0.005
H 0.5367 -5.5936 -1.2682 -0.016 0.008 -0.004
C 1.0050 2.5236 3.0257 -0.006 0.004 0.043
H -0.2251 -4.8716 0.6030 -0.002 0.001 0.001
O 2.9905 4.9946 1.5455 0.005 0.007 0.010
H -0.7134 3.7593 0.2231 0.012 -0.017 -0.014
H 0.3832 3.2984 3.4544 -0.009 -0.004 -0.009
C -2.1828 2.2911 -0.3676 -0.106 -0.015 -0.068
H 2.4552 -1.6851 3.0158 0.026 0.040 -0.029
S -1.1293 1.3808 -1.4720 0.067 -0.047 0.055
Au -0.9500 -0.7538 1.1471 0.063 -0.378 0.093
C 0.8588 -4.9340 -2.0693 0.026 -0.010 0.017
H 0.3640 2.2208 -3.0560 -0.014 -0.008 -0.005
H -1.4441 -4.5018 -0.6150 0.001 0.002 -0.001
H 3.3347 -0.1299 1.3653 -0.001 0.004 -0.011
H 0.4583 0.9837 4.4001 0.000 -0.003 -0.002
O 0.5456 5.0880 1.8240 -0.006 0.014 0.016
C -0.7620 -4.0604 0.1107 0.018 -0.011 0.005
H -1.3383 -3.5208 0.8560 -0.004 0.001 -0.003
H 2.5813 -3.2798 -2.8007 -0.006 0.000 -0.009
H 0.1939 3.3618 -1.6923 0.002 -0.006 0.008
C -0.3376 2.6980 -2.3734 -0.041 0.030 -0.022
N 0.9685 -3.5658 -1.5484 -0.024 0.015 -0.010
C -4.3192 2.4329 0.7089 0.004 0.024 0.000
C 1.8820 0.2810 2.9225 -0.087 0.030 0.016
H -1.0634 -4.6654 -3.0398 -0.001 -0.005 0.002
H 1.9176 -1.0330 -3.6648 0.001 -0.001 0.001
O -0.0345 0.7841 -0.5960 0.096 0.126 -0.091
N 0.2549 -1.8824 -0.1235 0.121 0.064 0.069
H -0.1707 -6.0996 -3.5561 0.006 0.000 -0.003
H 0.8898 -1.2741 -0.6242 -0.095 0.022 -0.097
C -3.4780 1.8127 -0.2045 -0.002 0.014 -0.005
```
Forces are in eV/Å.

Total charge ... +1
DFT total energy ... -2574.09284 a.u.
HOMO-LUMO gap (spin up / spin down) ... 7.63 / 5.73 eV
Energy above the lowest of the compared OMol25 structures with the same formula, charge and spin ... 12.9 kcal per mole
Multiplicity ... 2
Molar mass ... 667.6 Da
Highest occupied orbital energy (spin up / spin down) ... -11.5 / -11.5 eV

Atom charges from the Mulliken analysis, given in e for atoms 1 to 8: number 1, N, carries -0.31; number 2, H, carries 0.24; number 3, H, carries 0.47; number 4, O, carries -0.72; number 5, C, carries -0.49; number 6, C, carries -0.48; number 7, H, carries 0.42; number 8, C, carries -0.56